Arrangement 1

Entry from the Open Molecules 2025 dataset: the molecule C6H10O3 (ωB97M-V/def2-TZVPD).

Computed properties:
LUMO energy = 0.8 eV
SMILES = CC1=CCCOC1(O)O
HOMO = -9.50 eV
frontier orbital gap = 10.316 eV

Structure (ORCA input):
```
! RIJCOSX wB97M-V def2-TZVPD def2/J DEFGRID3
* xyz 0 1
C -0.97577 -0.66936 1.97764
C -0.45003 -0.37536 0.60316
C -0.34756 -1.28673 -0.37232
C 0.15326 -0.96668 -1.74967
C 0.88195 0.36612 -1.75337
O 0.14719 1.33615 -1.02355
C -0.00849 1.05394 0.33484
O -0.93922 1.93873 0.81815
H -0.25010 -0.37469 2.74978
H -1.89987 -0.10611 2.17251
H -1.18951 -1.73941 2.08819
H -0.67621 -2.31130 -0.17592
H 0.83013 -1.75874 -2.10153
H -0.69464 -0.94689 -2.45441
H 1.89054 0.25644 -1.31880
H 0.99729 0.76670 -2.76696
H -0.47177 2.81609 0.86501
O 1.21113 1.38413 1.05047
H 1.79167 0.61696 1.05679
*
```

Atom charges from the Mulliken analysis, given in e for atoms 1 to 8: -1.47 0.54 -0.54 -0.41 -0.53 -0.40 0.83 -0.58



Arrangement 2

Entry from the Open Molecules 2025 dataset: C6H10O3 as an isolated structure (ωB97M-V/def2-TZVPD).

Computed properties:
LUMO energy = 0.9 eV
HOMO = -9.32 eV
frontier orbital gap = 10.167 eV

Structure (ORCA input):
```
! RIJCOSX wB97M-V def2-TZVPD def2/J DEFGRID3
* xyz 0 1
C 1.83680 1.85219 0.22514
C 1.02973 0.78778 -0.37846
C -1.33546 0.16117 -0.48964
C -1.52144 -0.56140 0.94032
C -0.10880 -0.44450 1.47484
C 0.90698 -0.59242 0.22141
H 2.07210 1.60750 1.57483
H 1.24869 2.75283 -0.23693
H 2.76520 1.54679 -0.62780
H 1.71166 0.49703 -1.19769
H -2.17004 0.48516 -1.34639
H -1.85179 -1.63441 0.48488
H -2.13424 0.02372 1.56915
H 0.01225 -1.30604 2.15128
H 0.21473 0.65435 2.01705
H 1.91872 -0.90635 0.66048
O -0.35051 1.30811 -0.43327
O 0.11582 -1.75775 -0.44301
O -0.84458 -0.91754 -1.25004
*
```

Atom charges from the Mulliken analysis, given in e for atoms 1 to 8: -0.67 0.26 -0.04 -0.60 -0.50 -0.31 0.23 0.25



Most stable: arrangement 1 (next structure +8.721 eV)